Below is a molecular structure, C36H61N7O11P3Ti, with properties calculated with wB97M-V/def2-TZVPD.

Structure (ORCA input):
```
! RIJCOSX wB97M-V def2-TZVPD def2/J DEFGRID3
* xyz 1 3
H -1.97 5.71 -2.07
Ti -0.53 1.54 1.08
H -1.89 2.25 7.14
H 1.07 -2.38 -7.09
N 3.14 -0.56 -4.93
H -5.45 -1.63 -2.06
C -4.36 3.99 3.11
H 0.61 -3.99 3.71
C -0.18 4.10 2.45
H -0.83 4.89 -4.00
O 1.90 -1.06 -2.91
C 1.46 -3.61 4.32
H -4.35 -0.43 0.26
C 1.04 3.91 1.58
H -0.12 -4.55 -1.02
H 0.87 -3.60 -2.12
C 3.21 -4.44 -4.03
H 2.51 1.40 -5.41
H 2.31 -4.08 3.95
H 4.14 3.05 -0.42
C 4.71 -2.61 -3.22
H 1.82 -1.80 3.27
C 3.78 -0.71 -6.26
H 2.02 -1.66 6.32
H -0.38 1.07 -1.99
N -2.48 4.35 0.13
C 3.24 4.48 0.93
C 2.92 0.88 -4.57
C 0.01 -3.56 -1.47
H -0.03 -1.49 -0.89
H -3.63 0.74 2.41
H 1.84 -1.83 0.97
C -0.95 4.20 -3.17
H 2.14 -4.63 -4.42
N 3.45 -3.04 -3.86
N -3.05 2.36 1.28
H -6.58 -1.80 0.44
C -1.97 -1.71 2.77
H 4.10 5.12 0.97
H 1.21 -4.04 5.34
H 3.83 -1.84 -6.55
C -3.70 1.83 2.35
H 0.23 -0.69 -5.73
H -0.02 2.59 -4.06
O -1.78 -0.17 0.47
H 4.71 -2.93 -2.16
H -2.91 -1.35 3.23
C -5.58 -2.16 0.66
C -4.38 2.56 3.30
C -1.76 3.81 -0.98
H 2.22 -3.59 -6.46
H 0.44 0.45 6.50
H -5.47 -3.19 0.37
H 3.32 -5.01 -3.08
C 2.07 4.78 1.71
H -4.20 -2.78 -1.73
C -0.71 2.13 -2.06
H 4.75 -0.22 -6.25
H -0.84 -3.38 -2.18
H 4.71 -1.51 -3.19
C 3.26 3.33 0.18
C -0.52 2.90 -3.16
C 0.14 -2.46 -0.39
N 1.06 2.70 0.99
C -4.42 -1.47 -0.04
P 2.38 -1.79 -4.09
H 0.80 1.24 4.92
C 2.42 -1.41 5.28
H -0.12 -1.13 -3.94
H 1.68 -3.57 0.48
O -3.25 -2.21 0.44
O -0.80 3.01 2.60
H -4.88 2.11 4.12
P -1.95 -1.58 0.98
C 1.56 -2.11 4.26
H 3.82 -4.94 -4.77
C 0.01 -1.47 -4.95
H -1.86 -2.80 3.09
H 1.82 5.67 2.29
O 0.86 0.54 -0.05
H -5.42 -2.16 1.69
H 3.44 -1.76 5.20
P -0.74 -0.70 3.64
H -4.77 4.67 3.84
H -3.75 -1.14 -2.18
H 2.44 -0.36 4.98
C -1.63 4.70 -2.06
N 1.10 -2.43 -4.94
O -1.66 0.00 4.72
H 5.53 -2.92 -3.78
H 3.07 -0.21 -6.94
O 0.04 0.22 2.72
C 0.24 1.28 5.81
C -2.19 1.43 6.53
H -1.46 1.95 4.55
H -2.15 0.62 7.22
O 0.19 -1.59 4.51
H 2.36 -0.15 -1.66
H -2.68 5.34 0.08
H 2.33 -2.39 -0.63
N -1.22 2.56 -0.86
C -1.26 1.26 5.34
C 2.18 2.40 0.33
H 3.83 1.37 -4.20
H -3.65 5.70 1.97
H 0.47 2.31 6.22
C -4.49 -1.72 -1.55
C 2.01 1.08 -0.29
C 1.24 -3.15 -6.25
C 1.58 -2.54 0.19
H 2.20 0.81 -3.75
O -0.51 5.16 3.01
H -0.84 -2.00 -5.43
H 0.50 -3.98 -6.24
O -0.85 -2.66 0.64
H -3.22 1.57 6.37
C -3.72 4.56 2.06
O 2.90 0.44 -1.01
C -3.11 3.70 1.16
*
```

The lowest unoccupied orbital energy (spin up / spin down) comes out at -1.9 / -2.3 eV. For the orbital gap (spin up / spin down), the calculation gives 6.07 / 8.08 eV. The HOMO energy (spin up / spin down) is -7.9949 / -10.3591 eV.